A cluster of 2 separate species, CH7BNO in total at a distorted geometry. Source: OMol25; level of theory: ωB97M-V/def2-TZVPD.

Element x y z (Å)
B -1.82 2.05 -1.89
C 1.04 -0.84 0.14
N -0.22 -0.33 0.80
O -1.47 1.48 -0.92
H 0.87 -1.61 -0.66
H 1.81 -1.07 0.80
H 1.53 -0.04 -0.33
H -0.89 -1.09 0.97
H 0.15 -0.10 1.62
H -2.38 2.75 -2.66
H -0.56 0.55 0.19

Summary:
HOMO level ... -17.86 eV
Net charge ... +1
LUMO ... -3.37 eV
Spin multiplicity ... 1

=====

An isolated molecule of CH7F3Si4 at a distorted geometry. Source: OMol25; level of theory: ωB97M-V/def2-TZVPD.

Element x y z (Å)
C -0.58 0.80 1.97
F -0.30 -0.48 2.37
F -1.61 0.60 1.07
F -1.17 1.42 3.04
Si 0.75 0.57 -1.07
Si 0.93 1.61 1.04
Si 0.19 -1.85 -1.40
Si -1.77 -3.00 -1.12
H -0.27 1.43 -1.83
H 2.15 0.92 -1.66
H 2.17 1.64 2.07
H 0.39 3.13 0.73
H 0.73 -1.94 -2.73
H 1.02 -2.61 -0.50
H -2.62 -2.22 -1.98

Summary:
HOMO level ... -8.67 eV
LUMO ... -1.72 eV
Spin multiplicity ... 1

=====

A cluster of 2 separate species, CH7N2O in total. Source: OMol25; level of theory: ωB97M-V/def2-TZVPD.

Element x y z (Å)
N 1.28 -2.04 0.05
H 0.76 -2.87 -0.21
H 0.69 -1.21 0.09
H 1.93 -1.87 -0.70
N 0.25 1.15 0.47
C -1.23 0.94 0.06
O -1.72 1.86 -0.72
H 0.69 1.18 -0.45
H 0.25 2.14 0.71
H -1.19 -0.09 -0.39
H -1.70 0.82 1.08

Summary:
HOMO level ... -2.56 eV
Net charge ... -1
LUMO ... 4.35 eV
Spin multiplicity ... 1

=====

A cluster of 2 separate species, CH7N2O in total at a distorted geometry. Source: OMol25; level of theory: ωB97M-V/def2-TZVPD.

Element x y z (Å)
O 0.61 -1.33 -2.60
H 0.22 -2.02 -2.02
N -0.96 0.37 1.91
C 0.30 0.77 1.10
N 0.10 0.46 -0.24
H -1.24 -0.51 1.47
H -0.89 0.44 2.91
H 0.48 1.80 1.48
H 1.07 0.09 1.54
H 0.71 -0.48 -2.17
H -0.69 0.96 -0.65

Summary:
HOMO level ... -1.90 eV
Net charge ... -1
LUMO ... 4.98 eV
Spin multiplicity ... 1

=====

A cluster of 2 separate species, CH7N2O in total. Source: OMol25; level of theory: ωB97M-V/def2-TZVPD.

Element x y z (Å)
N -3.28 -0.13 -2.49
H -2.34 0.26 -2.56
H -3.50 -0.55 -3.40
H -3.27 -0.96 -1.89
N 1.40 0.58 0.66
C 1.77 0.11 2.05
O 2.35 -1.08 2.14
H 1.39 -0.31 0.15
H 2.23 0.98 0.22
H 0.82 0.15 2.64
H 2.42 0.95 2.48

Summary:
HOMO level (alpha / beta) ... 3.70 / -0.11 eV
Net charge ... -2
LUMO (alpha / beta) ... 7.11 / 7.09 eV
Spin multiplicity ... 2
<S²> ... 0.75

=====

A cluster of 2 separate species, CH7N2O2 in total at a distorted geometry. Source: OMol25; level of theory: ωB97M-V/def2-TZVPD.

Element x y z (Å)
C -0.75 0.02 0.05
N 1.49 0.27 0.12
N -0.73 -1.26 -0.02
O -1.02 0.86 -0.95
O -0.94 0.51 1.22
H 1.68 0.67 -0.82
H 1.40 0.94 0.95
H -0.35 -1.75 0.77
H 2.30 -0.31 0.27
H -0.67 -1.76 -0.95
H -1.09 0.44 -1.81
H -1.31 1.37 1.18

Summary:
HOMO level ... -14.90 eV
Net charge ... +1
LUMO ... -3.63 eV
Spin multiplicity ... 1

=====

A cluster of 2 separate species, CH7N2O2P in total at a distorted geometry. Source: OMol25; level of theory: ωB97M-V/def2-TZVPD.

Element x y z (Å)
C -0.24 0.64 -1.48
N 0.54 -1.74 0.19
N 0.98 0.73 1.48
O -2.39 0.64 0.30
O -0.87 -1.30 0.21
P -1.03 0.26 0.04
H -1.12 0.43 -2.15
H -0.04 1.71 -1.54
H 0.48 0.00 -1.99
H 0.55 -2.66 0.52
H 0.91 -1.10 0.91
H 0.78 0.81 2.49
H 1.46 1.56 1.04

Summary:
HOMO level (alpha / beta) ... -9.06 / -9.06 eV
LUMO (alpha / beta) ... -0.09 / -0.09 eV
Spin multiplicity ... 1

=====

A cluster of 2 separate species, CH7N2O2P in total at a distorted geometry. Source: OMol25; level of theory: ωB97M-V/def2-TZVPD.

Element x y z (Å)
C -0.89 0.09 0.80
N 1.88 1.48 0.15
N 1.87 -1.16 -0.34
O 4.16 -0.27 0.31
O -0.94 0.05 -0.61
P 2.73 0.12 0.28
H 0.11 0.30 1.07
H -1.24 -0.81 1.15
H -1.34 1.00 1.21
H -0.94 0.97 -0.80
H 2.12 2.10 0.89
H 2.27 -2.12 -0.38
H 0.96 -1.07 -0.70

Summary:
HOMO level ... -10.05 eV
LUMO ... -0.37 eV
Spin multiplicity ... 1

=====

The records above give, respectively, ΔE to the lowest compared entry with this formula, charge and spin values of 0.4596, 0.0000, 0.3509, 1.1850, 0.0000, 1.6163, 4.2653, 1.9335 eV.